No. 1
Formula: C5H11NO
Source: the Open Molecules 2025 dataset
Level of theory: ωB97M-V/def2-TZVPD

```
18
Properties=species:S:1:pos:R:3:lowdin_charge:R:1
C 2.355 1.165 -1.125 -0.034
C 1.688 -0.017 -1.071 -0.202
C 1.386 -0.961 0.179 -0.221
C -0.083 -1.175 0.245 -0.291
N -0.897 0.036 0.639 -0.071
C -2.338 0.458 0.298 -0.191
O -3.261 0.900 1.383 -0.125
H 2.244 1.694 -2.155 0.086
H 2.791 1.546 -0.204 0.047
H 1.344 -0.521 -2.106 0.132
H 1.884 -1.899 0.033 0.096
H 1.724 -0.322 1.092 0.136
H -0.294 -1.463 -0.806 0.097
H -0.440 -2.031 0.953 0.134
H -0.177 0.808 0.719 0.104
H -2.764 -0.378 -0.226 0.102
H -2.134 1.442 -0.177 0.114
H -3.027 0.717 2.327 0.087
```

Output
* E_LUMO: 1.076 eV
* ΔE to the lowest compared entry with this formula, charge and spin: 87.9 kcal per mole
* 2S+1: 1
* Kohn-Sham gap: 9.7 eV
* SMILES: C=CCCNCO
* charge: 0

***

No. 2
Formula: CH2FNO2S
Source: the Open Molecules 2025 dataset
Level of theory: ωB97M-V/def2-TZVPD

```
8
Properties=species:S:1:pos:R:3:lowdin_charge:R:1
C -1.404 0.303 -0.026 -0.320
N -0.267 0.813 -0.125 0.114
O 2.093 -1.023 -1.576 -0.270
O 0.109 -1.216 -2.847 -0.410
F -1.688 -1.051 -0.383 -0.156
S 0.543 -1.430 -1.512 0.985
H 2.446 -0.602 -0.877 -0.008
H -2.292 0.575 0.339 0.064
```

Output
* E_LUMO (spin up / spin down): -1.914 / -1.087 eV
* ΔE to the lowest compared entry with this formula, charge and spin: 63.6 kcal per mole
* 2S+1: 1
* Kohn-Sham gap (spin up / spin down): 6.8 / 9.5 eV
* charge: 0

***

No. 3
Formula: C41H68N10
Source: the Open Molecules 2025 dataset
Level of theory: ωB97M-V/def2-TZVPD

```
119
Properties=species:S:1:pos:R:3:lowdin_charge:R:1
C 1.378 -2.649 -1.028 -0.098
C -0.007 -2.772 -1.201 -0.068
C -0.818 -2.135 -0.227 -0.130
N -0.324 -1.390 0.826 0.049
C 1.022 -1.258 0.870 -0.152
C 1.897 -1.928 0.016 -0.085
H 1.978 -3.118 -1.793 0.099
H -0.566 -3.376 -1.900 0.095
H -1.884 -2.282 -0.317 0.091
H 1.411 -0.674 1.691 0.098
H 2.953 -1.846 0.225 0.102
C 8.111 5.748 4.007 -0.118
C 9.102 5.501 2.882 -0.255
C 8.477 4.771 1.673 -0.200
C 8.022 3.407 1.894 -0.229
N 7.574 2.345 2.036 0.136
H 7.292 6.437 3.803 0.076
H 8.638 6.144 4.875 0.070
H 7.622 4.846 4.376 0.070
H 10.011 5.017 3.239 0.111
H 9.411 6.474 2.501 0.105
H 9.191 4.873 0.856 0.115
H 7.603 5.352 1.380 0.119
C -3.426 1.886 5.091 -0.106
C -2.405 1.594 6.160 -0.281
C -2.074 0.127 6.285 -0.203
C -3.190 -0.755 6.696 -0.216
N -4.063 -1.498 6.972 0.128
H -3.873 2.880 5.132 0.074
H -4.201 1.125 5.179 0.072
H -2.999 1.884 4.088 0.074
H -2.822 1.949 7.103 0.109
H -1.463 2.140 6.115 0.110
H -1.379 -0.050 7.106 0.114
H -1.577 -0.213 5.376 0.125
C 5.042 3.230 8.896 -0.123
C 3.668 3.023 9.472 -0.277
C 3.221 1.611 9.714 -0.190
C 3.354 0.712 8.519 -0.224
N 3.484 0.063 7.576 0.132
H 5.367 4.254 8.707 0.074
H 5.111 2.759 7.915 0.075
H 5.849 2.850 9.523 0.075
H 3.138 3.558 8.684 0.114
H 3.480 3.494 10.437 0.112
H 2.148 1.580 9.903 0.112
H 3.664 1.101 10.570 0.120
C -7.865 -0.490 -7.776 -0.114
C -8.763 -0.904 -6.648 -0.279
C -8.393 -2.248 -6.065 -0.199
C -6.958 -2.392 -5.743 -0.233
N -5.834 -2.493 -5.482 0.132
H -8.320 0.392 -8.227 0.074
H -7.906 -1.219 -8.584 0.080
H -6.821 -0.312 -7.517 0.078
H -9.806 -1.015 -6.945 0.111
H -8.838 -0.140 -5.875 0.112
H -8.629 -3.102 -6.700 0.121
H -8.924 -2.390 -5.123 0.118
C -5.596 -9.962 -3.388 -0.111
C -5.162 -9.714 -1.933 -0.257
C -5.002 -8.236 -1.606 -0.190
C -6.282 -7.452 -1.685 -0.223
N -7.298 -6.902 -1.735 0.132
H -6.532 -9.417 -3.514 0.062
H -5.839 -10.983 -3.682 0.071
H -4.963 -9.517 -4.156 0.073
H -4.236 -10.272 -1.792 0.105
H -5.929 -10.092 -1.257 0.111
H -4.217 -7.718 -2.157 0.117
H -4.803 -8.176 -0.536 0.111
C -5.802 2.128 -2.207 -0.115
C -5.281 3.213 -1.246 -0.246
C -5.544 4.679 -1.719 -0.181
C -4.993 5.677 -0.770 -0.235
N -4.625 6.483 -0.037 0.129
H -6.859 1.918 -2.046 0.068
H -5.373 1.143 -2.022 0.068
H -5.590 2.316 -3.260 0.072
H -4.200 3.086 -1.190 0.100
H -5.683 3.017 -0.252 0.110
H -6.629 4.773 -1.727 0.114
H -5.240 4.969 -2.725 0.117
C 0.262 0.087 -8.379 -0.108
C -0.155 -0.222 -6.909 -0.214
C -0.391 1.096 -6.035 -0.173
C -1.292 2.118 -6.588 -0.254
N -1.989 2.918 -6.992 0.140
H -0.275 0.959 -8.753 0.062
H -0.045 -0.739 -9.020 0.066
H 1.330 0.241 -8.534 0.067
H 0.534 -0.909 -6.418 0.098
H -1.117 -0.725 -7.010 0.097
H 0.566 1.602 -5.906 0.109
H -0.705 0.855 -5.019 0.107
C 2.407 4.546 1.193 -0.089
C 0.939 4.491 0.558 -0.228
C 0.585 5.765 -0.240 -0.197
C 1.111 7.037 0.303 -0.228
N 1.511 8.057 0.715 0.131
H 3.126 4.450 0.379 0.068
H 2.506 3.642 1.794 0.058
H 2.607 5.369 1.879 0.064
H 0.186 4.393 1.341 0.096
H 0.746 3.597 -0.034 0.100
H -0.482 5.735 -0.462 0.113
H 1.117 5.750 -1.191 0.111
C 7.732 -4.267 -1.236 -0.107
C 7.056 -5.294 -0.308 -0.270
C 7.770 -6.630 -0.100 -0.193
C 9.078 -6.427 0.564 -0.218
N 10.144 -6.260 1.013 0.136
H 6.990 -3.532 -1.548 0.066
H 7.970 -4.778 -2.169 0.070
H 8.620 -3.769 -0.847 0.075
H 6.067 -5.406 -0.752 0.105
H 7.014 -4.854 0.688 0.107
H 7.931 -7.081 -1.080 0.115
H 7.128 -7.250 0.526 0.114
```

Output
* E_LUMO: 0.032 eV
* ΔE to the lowest compared entry with this formula, charge and spin: 0.0 kcal per mole
* 2S+1: 1
* Kohn-Sham gap: 9.9 eV
* SMILES: c1ccncc1.CCCC#N.CCCC#N.CCCC#N.CCCC#N.CCCC#N.CCCC#N.CCCC#N.CCCC#N.CCCC#N
* charge: 0

***

No. 4
Formula: C6H9N2
Source: the Open Molecules 2025 dataset
Level of theory: ωB97M-V/def2-TZVPD

```
17
Properties=species:S:1:pos:R:3:lowdin_charge:R:1
C 1.670 1.548 0.061 0.164
C 1.150 0.050 0.004 -0.240
C 1.860 -1.227 -0.035 -0.057
N -0.215 0.008 0.050 -0.045
C -1.027 -1.055 0.002 0.011
C -2.337 -0.638 0.061 0.028
C -2.286 0.756 -0.116 -0.004
N -1.038 1.134 -0.094 0.138
H 1.070 2.438 -0.035 0.028
H 2.750 1.665 -0.087 0.059
H 1.519 -2.100 0.685 0.134
H 1.803 -1.748 -0.985 0.095
H 2.868 -0.985 0.436 0.121
H -0.711 -2.039 -0.025 0.126
H -3.229 -1.301 0.111 0.144
H -3.067 1.407 -0.181 0.121
H -0.779 2.086 0.147 0.176
```

Output
* E_LUMO (spin up / spin down): -4.815 / -4.815 eV
* ΔE to the lowest compared entry with this formula, charge and spin: 94.0 kcal per mole
* 2S+1: 1
* Kohn-Sham gap (spin up / spin down): 8.0 / 8.0 eV
* SMILES: C=C(C)[n+]1ccc[nH]1
* charge: +1

***

No. 5
Formula: C39H49BrN4OPPdSi
Source: the Open Molecules 2025 dataset
Level of theory: ωB97M-V/def2-TZVPD

```
97
Properties=species:S:1:pos:R:3:lowdin_charge:R:1
Pd -0.594 0.330 1.087 0.753
C 7.003 -0.263 -1.995 -0.107
C 6.780 0.415 -0.805 -0.097
C 5.484 0.735 -0.422 -0.111
C 4.390 0.369 -1.207 -0.384
C 4.630 -0.307 -2.401 -0.090
C 5.923 -0.618 -2.794 -0.093
P 2.728 0.840 -0.548 1.153
C 1.773 0.726 -2.112 -0.385
C 0.955 -0.339 -2.474 -0.128
C 0.240 -0.310 -3.665 -0.105
C 0.346 0.778 -4.519 -0.095
C 1.168 1.844 -4.171 -0.091
C 1.863 1.821 -2.973 -0.122
C 2.234 -0.735 0.263 -0.370
C 3.100 -1.832 0.320 -0.090
C 2.748 -3.011 0.962 -0.102
C 1.505 -3.121 1.556 -0.104
C 0.630 -2.042 1.504 -0.148
C 0.975 -0.848 0.872 -0.298
H 8.012 -0.509 -2.302 0.093
H 7.615 0.704 -0.178 0.096
H 5.309 1.283 0.498 0.099
H 3.796 -0.595 -3.031 0.103
H 6.090 -1.143 -3.728 0.097
H 0.865 -1.196 -1.816 0.080
H -0.408 -1.141 -3.921 0.087
H -0.216 0.802 -5.444 0.095
H 1.249 2.704 -4.825 0.098
H 2.473 2.671 -2.685 0.109
H 4.074 -1.771 -0.149 0.091
H 3.447 -3.838 0.991 0.095
H 1.213 -4.032 2.065 0.097
H -0.338 -2.133 1.991 0.077
O -2.425 0.309 3.159 -0.121
N -2.445 0.988 2.111 -0.195
C -3.424 1.874 1.951 -0.329
C -4.426 2.045 2.951 -0.208
N -5.238 2.178 3.757 0.143
C -3.609 2.498 0.691 -0.216
N -3.845 3.003 -0.318 0.161
C 1.662 1.349 3.403 -0.053
C 1.449 2.246 2.226 -0.415
C 2.039 3.461 1.956 -0.107
C 1.450 3.956 0.768 -0.108
C 0.529 3.019 0.355 -0.420
C -0.396 3.064 -0.821 -0.060
N 0.526 1.980 1.250 -0.084
H 0.984 1.593 4.227 0.071
H 2.686 1.441 3.770 0.069
H 1.491 0.303 3.146 0.045
H 2.802 3.937 2.557 0.082
H 1.670 4.885 0.261 0.084
H 0.025 3.695 -1.605 0.070
H -1.374 3.468 -0.559 0.038
H -0.556 2.068 -1.246 0.048
C -5.631 -0.602 0.553 -0.094
C -5.400 -1.223 -0.833 -0.616
C -5.173 -0.044 -1.795 -0.114
C -6.690 -1.955 -1.245 -0.093
Si -3.914 -2.435 -0.790 0.504
Br -2.061 -1.107 -0.879 0.633
C -3.728 -3.497 -2.390 -0.626
C -4.032 -2.656 -3.639 -0.107
C -4.697 -4.691 -2.370 -0.093
C -2.305 -4.045 -2.581 -0.116
C -3.788 -3.454 0.823 -0.618
C -2.668 -4.501 0.725 -0.101
C -5.111 -4.182 1.113 -0.087
C -3.453 -2.568 2.030 -0.110
H -6.406 0.167 0.466 0.096
H -4.732 -0.115 0.935 0.053
H -5.971 -1.327 1.294 0.069
H -6.081 0.567 -1.807 0.089
H -4.965 -0.350 -2.819 0.057
H -4.358 0.598 -1.461 0.032
H -7.532 -1.260 -1.156 0.087
H -6.910 -2.816 -0.608 0.067
H -6.661 -2.298 -2.280 0.062
H -5.067 -2.320 -3.681 0.061
H -3.851 -3.272 -4.528 0.085
H -3.383 -1.780 -3.705 0.071
H -5.738 -4.391 -2.230 0.067
H -4.445 -5.410 -1.589 0.063
H -4.634 -5.219 -3.329 0.085
H -1.570 -3.245 -2.670 0.040
H -2.283 -4.626 -3.511 0.085
H -1.985 -4.702 -1.776 0.058
H -2.890 -5.288 0.003 0.062
H -2.555 -4.979 1.704 0.087
H -1.706 -4.052 0.466 0.070
H -5.425 -4.836 0.297 0.064
H -5.926 -3.489 1.325 0.065
H -4.978 -4.807 2.003 0.088
H -2.512 -2.038 1.905 0.020
H -3.354 -3.204 2.917 0.095
H -4.212 -1.821 2.253 0.060
```

Output
* E_LUMO: 2.227 eV
* 2S+1: 1
* Kohn-Sham gap: 6.4 eV
* charge: -1

***

No. 6
Formula: C30H38DyN6O6S
Source: the Open Molecules 2025 dataset
Level of theory: ωB97M-V/def2-TZVPD

```
82
Properties=species:S:1:pos:R:3:lowdin_spin:R:1
Dy 0.554 -0.255 0.082 5.074
O 2.472 -0.675 -4.455 0.000
C 2.296 -0.487 -3.157 0.000
O 1.859 -1.317 -2.395 -0.001
C 2.738 0.839 -2.647 0.000
C 3.539 1.719 -3.347 0.000
C 4.067 2.809 -2.661 0.000
C 3.821 2.937 -1.307 0.000
C 2.969 2.022 -0.700 0.000
N 2.405 1.019 -1.366 -0.009
C 2.748 1.880 0.802 0.000
O 3.726 2.063 1.520 0.001
O 1.604 1.446 1.130 -0.010
H 2.173 -1.560 -4.705 0.000
H 3.764 1.539 -4.389 0.000
H 4.703 3.517 -3.175 0.000
H 4.276 3.720 -0.716 0.000
C -0.637 1.844 3.008 0.000
O -0.592 0.526 2.461 -0.007
C -0.905 -0.466 3.424 0.000
C -0.196 -1.732 2.995 -0.001
O -0.501 -2.030 1.636 -0.007
C -1.709 -2.774 1.475 0.000
H 0.114 1.952 3.794 0.000
H -1.629 2.056 3.413 0.000
H -0.418 2.538 2.204 0.000
H -1.991 -0.608 3.473 0.000
H -0.550 -0.170 4.415 0.000
H -0.458 -2.572 3.643 0.000
H 0.882 -1.564 3.037 0.000
H -2.553 -2.276 1.957 0.000
H -1.587 -3.772 1.901 0.000
H -1.898 -2.849 0.407 0.000
C -0.850 3.288 -2.583 0.000
C -0.476 3.487 -1.108 0.000
C -1.639 3.322 -0.158 0.000
C -2.199 4.436 0.451 0.000
C -3.274 4.307 1.316 0.000
C -3.785 3.052 1.590 0.000
C -3.250 1.909 1.004 0.000
C -3.812 0.563 1.403 0.000
C -5.208 0.299 0.828 0.000
C -2.175 2.054 0.114 0.000
N -1.564 0.912 -0.480 -0.007
C -2.273 0.261 -1.359 0.000
C -1.843 -0.960 -1.908 0.000
C -2.415 -1.741 -2.921 0.000
C -1.609 -2.866 -3.045 0.000
C -0.579 -2.713 -2.113 -0.001
N -0.705 -1.574 -1.413 -0.013
H -0.034 3.612 -3.232 0.000
H -1.733 3.877 -2.833 0.000
H -1.066 2.243 -2.803 0.000
H -0.074 4.494 -0.984 0.000
H 0.313 2.784 -0.829 0.000
H -1.790 5.417 0.240 0.000
H -3.708 5.183 1.781 0.000
H -4.607 2.948 2.290 0.000
H -3.884 0.532 2.494 0.000
H -3.135 -0.232 1.095 0.000
H -5.905 1.076 1.142 0.000
H -5.588 -0.663 1.175 0.000
H -5.195 0.283 -0.262 0.000
H -3.228 0.666 -1.693 0.000
H -3.306 -1.502 -3.482 0.000
H -1.737 -3.694 -3.724 0.000
H 0.248 -3.379 -1.929 0.000
C 2.432 -5.806 0.848 0.000
C 2.216 -4.723 -0.217 0.000
C 2.720 -3.392 0.222 0.000
N 2.012 -2.332 0.362 -0.009
N 2.690 -1.238 0.826 -0.009
C 3.968 -1.470 1.017 0.000
N 4.856 -0.581 1.454 0.000
S 4.394 -3.128 0.653 -0.001
H 2.062 -6.762 0.483 0.000
H 1.898 -5.555 1.765 0.000
H 3.491 -5.916 1.085 0.000
H 1.153 -4.620 -0.429 0.000
H 2.725 -5.012 -1.139 0.000
H 4.568 0.381 1.648 0.000
H 5.812 -0.847 1.599 0.000
```

Output
* E_LUMO (spin up / spin down): -2.850 / -2.836 eV
* ΔE to the lowest compared entry with this formula, charge and spin: 0.0 kcal per mole
* 2S+1: 6
* Kohn-Sham gap (spin up / spin down): 7.3 / 7.3 eV
* charge: +1

***

Strongest force on any atom (computed, eV Å⁻¹): 4.32; 5.16; 3.57; 8.77; 0.36; 0.68
Electronic energy (computed, eV): -8897.88776; -20203.25034; -58516.30356; -9338.17530; -139936.66253; -87870.78475